(1)
The following is a DFT calculation (ωB97M-V/def2-TZVPD) of a molecular structure, C17H34F6N6O4PSTa in a non-equilibrium geometry.

Summary:
molecular weight = 744.47 g mol⁻¹
LUMO energy = -0.2348 Eh
total energy = -73278.75009 eV
spin multiplicity = 1
strongest force on any atom = 4.97 eV/Å
net charge = +2

Positions of all 70 atoms, in Å:
Ta  1.14  1.18  -0.70
O  1.15  1.22  1.41
N  2.45  1.23  1.88
C  2.52  1.25  3.25
C  3.70  1.26  3.88
C  4.91  1.24  3.11
C  4.87  1.22  1.77
C  3.56  1.21  1.03
S  3.62  1.18  -0.68
H  1.58  1.26  3.79
H  3.76  1.27  4.96
H  5.85  1.25  3.64
H  5.77  1.20  1.18
N  -0.45  -1.58  -5.02
C  0.29  -0.32  -4.75
C  0.42  -0.08  -3.23
N  1.14  1.14  -2.90
H  -0.54  -1.75  -6.02
H  -1.40  -1.55  -4.63
H  0.02  -2.40  -4.61
H  -0.27  0.48  -5.24
H  1.27  -0.43  -5.22
H  0.93  -0.92  -2.77
H  -0.58  -0.03  -2.78
H  0.66  1.99  -3.25
H  2.12  1.12  -3.24
C  -1.16  0.68  3.21
N  -0.82  0.54  1.81
C  0.00  -0.64  1.61
P  -1.79  1.00  0.57
O  -0.98  1.19  -0.70
N  -2.94  -0.16  0.34
C  -3.60  -0.89  1.41
C  -3.84  0.03  -0.80
N  -2.53  2.41  0.98
C  -3.69  2.51  1.85
C  -1.67  3.58  1.12
H  -0.32  0.44  3.86
H  -2.00  0.05  3.51
H  -1.41  1.72  3.45
H  0.86  -0.65  2.28
H  0.41  -0.66  0.56
H  -0.58  -1.54  1.77
H  -2.87  -1.37  2.06
H  -4.22  -1.70  1.02
H  -4.24  -0.25  2.02
H  -3.30  0.41  -1.67
H  -4.64  0.74  -0.57
H  -4.29  -0.92  -1.11
H  -4.51  1.89  1.49
H  -4.09  3.52  1.88
H  -3.46  2.21  2.88
H  -0.90  3.60  0.34
H  -1.16  3.60  2.09
H  -2.24  4.51  1.01
O  1.14  2.95  -0.73
C  0.82  -3.01  0.53
C  1.16  -2.39  -0.82
O  1.15  -0.99  -0.69
C  0.15  -2.91  -1.86
F  0.14  -4.26  -1.91
F  0.38  -2.49  -3.12
F  -1.13  -2.56  -1.56
C  2.53  -2.93  -1.28
F  3.52  -2.60  -0.43
F  2.91  -2.50  -2.51
F  2.54  -4.28  -1.33
H  -0.16  -2.71  0.87
H  1.54  -2.72  1.30
H  0.82  -4.10  0.48

Partial charges, Löwdin, in e: Ta 1.617; O -0.351; N -0.098; C -0.016; C -0.015; C -0.032; C -0.048; C -0.569; S 0.709; H 0.129; H 0.126; H 0.128; H 0.113; N 0.190; C -0.089; C -0.259; N -0.061; H 0.190; H 0.184; H 0.141; H 0.146; H 0.151; H 0.077; H 0.119; H 0.146; H 0.133; C -0.063; N -0.305; C -0.169; P 0.586; O -0.359; N -0.279; C -0.083; C -0.096; N -0.272; C -0.084; C -0.080; H 0.086; H 0.088; H 0.082; H 0.107; H -0.001; H 0.073; H 0.075; H 0.100; H 0.083; H 0.072; H 0.090; H 0.093; H 0.074; H 0.103; H 0.081; H 0.057; H 0.091; H 0.100; O -0.461; C 0.025; C -0.372; O -0.359; C -0.485; F 0.181; F 0.039; F 0.166; C -0.520; F 0.159; F 0.149; F 0.161; H 0.064; H 0.123; H 0.120



(2)
The following is a DFT calculation (ωB97M-V/def2-TZVPD) of 2 unconnected molecules or ions with the total composition CH4FNP2 in a non-equilibrium geometry.

Summary:
molecular weight = 111.00 g mol⁻¹
LUMO energy (alpha / beta) = -0.0356 / -0.0357 Eh
total energy = -23883.30858 eV
spin multiplicity = 1
strongest force on any atom = 3.99 eV/Å

Positions of all 9 atoms, in Å:
C  -1.39  2.14  -0.64
N  -1.16  2.70  0.41
F  -2.21  2.62  -1.58
P  0.35  -0.50  0.48
P  -0.93  -0.42  -1.31
H  -0.38  2.25  1.04
H  -0.66  -1.27  1.04
H  1.14  -1.74  0.27
H  -0.23  -0.04  -2.52

Partial charges, Löwdin, in e: C -0.473; N 0.094; F 0.011; P 0.359; P 0.457; H 0.074; H -0.196; H -0.134; H -0.191